Record 1
{"formula": "C46H75N3O14S4", "method": "the ωB97M-V functional and the def2-TZVPD basis", "total_energy_ha": -4607.7016, "e_homo_ev": -9.677, "lumo_energy_ev": -1.36, "species": ["O", "N", "O", "C", "C", "C", "C", "C", "C", "H", "H", "H", "H", "H", "O", "N", "O", "C", "C", "C", "C", "C", "C", "H", "H", "H", "H", "H", "O", "N", "O", "C", "C", "C", "C", "C", "C", "H", "H", "H", "H", "H", "O", "S", "O", "C", "C", "C", "C", "H", "H", "H", "H", "H", "H", "H", "H", "O", "S", "O", "C", "C", "C", "C", "H", "H", "H", "H", "H", "H", "H", "H", "O", "S", "O", "C", "C", "C", "C", "H", "H", "H", "H", "H", "H", "H", "H", "O", "S", "O", "C", "C", "C", "C", "H", "H", "H", "H", "H", "H", "H", "H", "C", "C", "C", "C", "C", "C", "H", "H", "H", "H", "H", "H", "H", "H", "H", "H", "H", "H", "H", "H", "C", "C", "C", "C", "C", "C", "H", "H", "H", "H", "H", "H", "H", "H", "H", "H", "H", "H", "H", "H"], "coordinates": [[-19.45838, 19.04297, 20.19700], [-18.41405, 18.90924, 20.87992], [-17.97484, 17.83225, 21.33376], [-17.66164, 20.13249, 21.18185], [-17.93374, 21.35379, 20.51881], [-17.20348, 22.48179, 20.74379], [-16.13174, 22.39784, 21.63126], [-15.81992, 21.25330, 22.32078], [-16.58958, 20.09144, 22.07809], [-18.80320, 21.44006, 19.88400], [-17.36476, 23.45232, 20.29829], [-15.47704, 23.24042, 21.79812], [-15.10387, 21.25490, 23.12928], [-16.29913, 19.21361, 22.63617], [-16.64679, 10.70606, 21.49759], [-17.32310, 11.73690, 21.57751], [-18.01121, 12.02034, 22.54315], [-17.09960, 12.76744, 20.47942], [-16.08250, 12.66898, 19.57093], [-15.87219, 13.68389, 18.63575], [-16.72255, 14.75462, 18.58706], [-17.74284, 14.88910, 19.51694], [-17.97506, 13.84820, 20.43426], [-15.41403, 11.82868, 19.45506], [-15.07055, 13.68422, 17.91203], [-16.60008, 15.41001, 17.73744], [-18.44182, 15.70916, 19.59009], [-18.78601, 13.87521, 21.14703], [-12.07672, 16.97838, 16.60683], [-13.09019, 16.44359, 16.16286], [-14.11451, 17.08646, 15.91064], [-13.03056, 14.95630, 15.92256], [-14.21771, 14.22710, 15.64876], [-14.07628, 12.83805, 15.33497], [-12.82181, 12.30263, 15.16362], [-11.70009, 13.04939, 15.41826], [-11.78470, 14.33239, 15.87621], [-15.16248, 14.74156, 15.74447], [-15.00078, 12.29105, 15.22314], [-12.90860, 11.24732, 14.95106], [-10.72798, 12.57929, 15.43926], [-10.95223, 14.97061, 16.13323], [-6.03580, 19.58267, 24.42013], [-6.81435, 20.78148, 24.58734], [-6.20437, 22.06331, 24.93799], [-7.88691, 21.03782, 23.10251], [-9.32898, 21.15404, 23.64671], [-9.38120, 21.25441, 25.15852], [-8.24001, 20.44227, 25.69372], [-7.96821, 20.01518, 22.73416], [-7.46952, 21.69456, 22.33925], [-9.80256, 22.03470, 23.21282], [-9.82660, 20.23698, 23.33132], [-10.29125, 20.79118, 25.53973], [-9.43616, 22.30412, 25.44697], [-8.42844, 19.38140, 25.52892], [-8.04057, 20.61872, 26.75070], [-12.91028, 12.89800, 20.35096], [-12.41974, 14.14800, 20.93302], [-11.71081, 14.24588, 22.23018], [-11.45070, 15.13922, 19.75237], [-12.01667, 16.55534, 19.91336], [-13.53428, 16.47437, 20.06231], [-13.88538, 15.38965, 21.05851], [-11.85350, 14.90042, 18.76808], [-10.37232, 15.02575, 19.86334], [-11.52229, 17.04679, 20.75131], [-11.67953, 17.08853, 19.02447], [-14.01024, 16.33217, 19.09208], [-13.91523, 17.44524, 20.37918], [-14.75714, 14.74982, 20.92157], [-13.82840, 15.71359, 22.09769], [-5.48753, 19.45281, 20.93859], [-5.81140, 19.57756, 19.52019], [-5.13869, 18.79666, 18.54265], [-7.58862, 19.49225, 19.39362], [-8.10017, 20.67674, 18.64191], [-7.20202, 21.88449, 19.01032], [-5.73038, 21.38654, 19.02716], [-7.86135, 19.64001, 20.43856], [-7.99369, 18.50019, 19.19403], [-8.10705, 20.41821, 17.58304], [-9.16557, 20.89361, 18.71935], [-7.48226, 22.31280, 19.97267], [-7.40100, 22.68021, 18.29245], [-4.89159, 21.92996, 19.46214], [-5.57328, 21.25446, 17.95666], [-19.07356, 18.55560, 17.13421], [-19.10954, 17.21152, 16.48873], [-19.43251, 16.00066, 17.21692], [-20.13860, 17.44976, 15.03925], [-19.16328, 18.02436, 13.96393], [-17.87813, 17.13031, 14.07922], [-17.54605, 16.92470, 15.54199], [-21.07317, 17.90379, 15.36866], [-20.32107, 16.41375, 14.75381], [-19.58467, 17.90833, 12.96541], [-18.89295, 19.06485, 14.14394], [-16.97332, 17.55692, 13.64629], [-18.03094, 16.18529, 13.55800], [-16.78035, 17.54828, 16.00348], [-17.19223, 15.91351, 15.74294], [-15.43954, 19.10945, 18.70235], [-14.40074, 19.62463, 17.76326], [-14.04329, 21.12809, 17.99709], [-13.26693, 21.41874, 19.27360], [-12.13833, 20.47971, 19.46912], [-11.24279, 20.95901, 20.64378], [-16.30460, 19.74750, 18.88306], [-15.07823, 19.02851, 19.72754], [-15.79997, 18.13849, 18.36258], [-13.45240, 19.09107, 17.82705], [-14.88849, 19.40920, 16.81258], [-15.02950, 21.57224, 18.13200], [-13.50575, 21.50162, 17.12552], [-12.87239, 22.43282, 19.20977], [-13.90896, 21.49697, 20.15097], [-12.46165, 19.44081, 19.53426], [-11.53849, 20.62901, 18.57134], [-10.53630, 20.16675, 20.89137], [-10.87706, 21.95801, 20.40640], [-11.94736, 21.00530, 21.47418], [-12.94963, 23.24565, 23.35789], [-12.42477, 24.65538, 23.16448], [-13.08870, 25.64042, 24.17387], [-12.67958, 27.14333, 24.11191], [-13.41370, 27.83403, 25.28949], [-13.07522, 29.32797, 25.40361], [-12.60034, 22.76517, 24.27181], [-12.82861, 22.69827, 22.42310], [-14.00775, 23.40846, 23.56276], [-11.34311, 24.76947, 23.09312], [-12.66289, 24.83397, 22.11591], [-12.94137, 25.26011, 25.18468], [-14.16181, 25.68751, 23.98861], [-11.60213, 27.13813, 24.27674], [-12.88368, 27.50605, 23.10449], [-14.49377, 27.69858, 25.23293], [-13.10887, 27.39064, 26.23743], [-13.56441, 29.60199, 26.33834], [-12.01339, 29.41261, 25.63478], [-13.32817, 29.90548, 24.51445]], "forces_ev_per_a": [[2.4, -0.6, 1.6], [-1.5, -0.9, -0.5], [-0.9, 1.9, -1.0], [1.3, 1.1, 0.1], [-1.5, -1.0, -0.1], [1.4, 0.1, 0.8], [0.6, 0.5, 0.2], [-1.4, -1.1, -0.2], [0.3, 0.4, 0.2], [0.0, -0.4, -0.2], [-0.4, -0.2, -0.3], [-0.2, 0.4, 0.0], [0.3, -0.1, -0.3], [-0.4, -0.3, -0.2], [-1.0, 1.1, -0.2], [1.7, -0.6, 0.1], [0.0, 0.1, -1.0], [-1.2, 0.1, 0.6], [1.4, -0.6, -1.0], [-0.4, -0.3, 0.3], [-0.4, 0.5, -0.1], [-0.9, -1.0, 0.9], [0.7, 0.5, 0.0], [-0.1, -0.2, 0.7], [0.1, -0.6, 0.2], [-0.1, 0.6, 0.3], [0.2, 0.2, -0.5], [0.0, 0.2, 0.0], [-0.6, -0.7, -0.4], [-0.1, 0.8, 0.3], [0.9, -1.5, 0.1], [-1.4, -0.5, -0.7], [1.7, -0.2, 0.2], [-0.9, 2.9, 0.4], [-1.7, -0.8, 0.2], [1.2, -0.8, 0.7], [-0.7, 1.8, -0.1], [-0.1, -0.2, -0.1], [0.2, -0.3, -0.1], [1.1, -0.2, -0.2], [0.1, -0.1, -0.3], [0.4, -0.3, -0.1], [0.0, 0.4, 0.2], [-0.4, 1.3, -0.2], [-0.4, -1.2, -0.2], [-0.2, -1.9, 1.1], [-0.1, 1.0, -0.8], [-0.6, 0.0, 0.1], [0.7, 0.1, 0.0], [1.1, 0.1, -0.6], [-0.1, 0.2, 0.5], [-0.4, -0.2, -0.1], [-0.4, 0.3, -0.1], [-0.2, 0.1, -0.1], [0.5, -0.1, 0.3], [0.0, -0.1, 0.1], [0.4, 0.0, -0.2], [0.9, 1.0, 0.7], [-0.5, 1.2, 1.3], [-0.9, -0.8, -1.9], [-1.5, 0.1, -0.3], [1.2, 0.0, 0.3], [-0.3, 0.6, -0.1], [1.5, -1.5, 0.2], [0.6, -0.8, -0.2], [-0.3, -0.1, 0.0], [-0.3, 0.1, 0.3], [-0.4, 0.3, 0.0], [0.0, -0.4, -0.1], [0.0, -0.1, 0.2], [-0.1, 0.4, -0.3], [0.0, 0.1, -0.1], [-0.1, -0.1, -1.3], [-0.1, 2.2, 2.1], [0.4, -0.7, -0.8], [-1.0, -0.4, 1.7], [0.0, 0.2, -1.2], [0.0, 0.0, 0.5], [-1.2, -1.3, -1.5], [0.0, 0.0, 0.2], [0.4, 0.0, -0.7], [0.8, 0.4, -0.4], [0.0, 0.0, 1.0], [-0.2, -0.2, 0.2], [0.5, 0.0, -0.1], [-0.5, -0.1, 0.3], [0.8, 0.1, -0.1], [0.3, -2.6, -0.7], [0.6, 2.1, 0.4], [-0.1, 0.7, -0.1], [1.0, -1.0, -0.3], [0.2, -0.5, 0.5], [0.1, 0.7, -0.1], [-0.4, -0.5, 1.2], [0.3, 0.4, -0.4], [-0.4, -0.1, -0.2], [-0.1, 0.2, 0.1], [-0.2, 0.0, 0.0], [-0.3, 0.3, -0.4], [-0.2, -0.1, 0.2], [-0.2, 0.5, -0.4], [-0.4, -0.1, 0.0], [-0.2, -0.4, 1.6], [0.3, 1.1, -0.1], [-1.3, -1.1, 0.0], [-0.7, 0.5, -0.1], [1.6, 0.8, 0.2], [-1.8, -1.3, -0.4], [-0.1, 0.3, -0.8], [0.3, -0.4, 0.1], [-0.1, -0.1, 0.3], [-0.3, -0.6, -0.3], [0.8, 0.6, -0.6], [0.1, 0.7, -0.6], [-0.2, 0.2, 0.0], [0.2, 0.2, -0.2], [-0.3, -0.5, 0.1], [0.2, 0.0, 0.2], [0.2, -0.7, -0.4], [0.6, 0.5, 0.0], [0.5, -0.2, 0.3], [0.3, 0.3, 0.4], [-0.3, 0.6, 0.5], [-0.2, 0.7, -0.2], [0.3, 0.5, -1.3], [-0.1, -1.9, 1.2], [0.8, 0.7, -1.1], [0.1, -1.1, 0.8], [0.4, -0.4, -0.3], [0.1, -0.5, 0.5], [-0.3, -0.4, -0.3], [0.3, -0.3, 0.8], [-0.6, 0.8, -0.1], [0.1, 0.0, 0.1], [-0.2, -0.6, 0.0], [0.2, 0.6, 0.0], [-0.2, 0.4, 0.2], [-0.1, -0.1, -0.2], [0.1, -0.3, -0.1], [-0.3, 0.9, -0.3], [0.1, 0.2, -0.3], [-0.2, 0.1, 0.3]]}

Record 2
{"formula": "C4H12", "method": "the ωB97M-V functional and the def2-TZVPD basis", "total_energy_ha": -159.5735, "e_homo_ev": -11.574, "e_above_lowest_kj_mol": 30.1, "lumo_energy_ev": 1.09, "species": ["C", "C", "H", "H", "H", "H", "H", "H", "C", "C", "H", "H", "H", "H", "H", "H"], "coordinates": [[2.45658, -1.11760, 1.19996], [2.42018, -0.79749, -0.30267], [3.45287, -1.04923, 1.63125], [1.87725, -0.35829, 1.73058], [1.98567, -2.07254, 1.36314], [3.17377, -0.08715, -0.65598], [1.46186, -0.36386, -0.58518], [2.63202, -1.68957, -0.86408], [-2.09001, 0.49124, -0.96710], [-2.74153, 1.42458, 0.05547], [-2.84649, -0.02370, -1.56969], [-1.37313, 0.98493, -1.60003], [-1.65348, -0.38199, -0.46909], [-2.22186, 2.38031, 0.06316], [-2.73053, 1.05521, 1.08389], [-3.80321, 1.60516, -0.11362]], "forces_ev_per_a": [[-0.2, 1.2, -0.4], [0.4, 0.4, 0.2], [0.1, -0.4, -0.1], [-0.1, -0.1, 0.1], [0.1, -0.4, 0.3], [0.0, 0.1, 0.4], [-0.1, -0.3, -0.1], [-0.2, -0.5, -0.4], [-1.0, -1.3, 0.6], [-0.1, 0.2, 0.3], [0.0, 0.5, -0.3], [0.2, 0.1, -0.2], [0.5, 0.4, 0.0], [-0.1, 0.1, 0.1], [0.3, -0.2, -0.1], [0.1, 0.1, -0.4]]}

Record 3
{"formula": "C27H35BrF3NO4", "method": "the ωB97M-V functional and the def2-TZVPD basis", "total_energy_ha": -4279.1350, "e_homo_ev": -9.319, "lumo_energy_ev": 0.36, "species": ["C", "C", "C", "O", "C", "O", "C", "C", "N", "C", "C", "O", "F", "C", "Br", "O", "C", "C", "C", "C", "C", "C", "H", "H", "H", "H", "H", "H", "H", "H", "H", "H", "H", "H", "H", "H", "H", "H", "H", "H", "H", "H", "H", "H", "H", "H", "H", "F", "C", "C", "C", "C", "C", "C", "H", "H", "H", "H", "H", "F", "C", "C", "C", "C", "C", "C", "H", "H", "H", "H", "H"], "coordinates": [[5.12151, -2.36885, 2.49348], [3.81624, -1.66122, 2.12150], [4.00728, -0.87793, 0.82440], [3.89821, 0.55191, 0.98471], [3.94625, 1.04902, -0.28566], [4.16308, 2.15611, -0.48475], [3.63724, -0.09822, -1.33057], [4.85634, -0.71132, -2.02647], [4.48280, -1.49966, -3.21228], [2.73330, 0.59394, -2.40246], [3.48924, 1.31493, -3.49095], [4.16494, 2.22007, -3.39245], [3.25175, 0.80274, -4.71314], [2.98573, -1.09128, -0.33097], [3.07529, -3.04364, -0.67305], [1.80035, -0.73690, 0.24644], [0.63809, -0.87110, -0.60161], [-0.40263, -1.81019, -0.03576], [-1.32317, -2.18838, -1.23386], [-1.26973, -1.15229, 1.05746], [-2.24466, -2.16623, 1.71646], [-2.12532, 0.00211, 0.51504], [4.97853, -2.93828, 3.40946], [5.48672, -3.00650, 1.68902], [5.91115, -1.64756, 2.71055], [3.63311, -0.92132, 2.90205], [2.97344, -2.34436, 2.10121], [5.05777, -0.99358, 0.55757], [5.44001, -1.35500, -1.36817], [5.52749, 0.08641, -2.35473], [4.99654, -2.36977, -3.22539], [3.50532, -1.76490, -3.19432], [2.05217, -0.12159, -2.85541], [2.14244, 1.34627, -1.88520], [0.22816, 0.12712, -0.75385], [0.96227, -1.26794, -1.56519], [0.01292, -2.72766, 0.38245], [-0.82073, -2.94921, -1.83034], [-1.41099, -1.28857, -1.84804], [-2.31994, -2.47554, -0.92130], [-0.66483, -0.74621, 1.87347], [-1.91267, -2.50103, 2.69694], [-3.25457, -1.76532, 1.74380], [-2.30340, -3.06358, 1.09465], [-1.57387, 0.69547, -0.12769], [-2.54766, 0.60744, 1.31437], [-2.94398, -0.37974, -0.08852], [0.03813, 0.94508, 4.26528], [-0.36031, 2.15060, 3.81720], [0.25936, 2.69967, 2.71054], [-0.15511, 3.93908, 2.24647], [-1.17557, 4.61938, 2.89743], [-1.78515, 4.05665, 4.01025], [-1.38033, 2.81218, 4.47246], [1.05922, 2.15803, 2.21979], [0.31928, 4.37446, 1.37668], [-1.49518, 5.58860, 2.53651], [-2.57790, 4.58757, 4.52084], [-1.84970, 2.35474, 5.33381], [-5.30223, -0.00635, 0.20366], [-5.85043, 0.20792, -1.00762], [-6.66698, -0.75998, -1.55802], [-7.23276, -0.53420, -2.80448], [-6.96820, 0.64667, -3.48556], [-6.14082, 1.60622, -2.91800], [-5.58011, 1.39019, -1.66738], [-6.85453, -1.67683, -1.01420], [-7.88042, -1.28078, -3.24490], [-7.40786, 0.81838, -4.45959], [-5.93108, 2.52495, -3.44987], [-4.93892, 2.12914, -1.20415]], "forces_ev_per_a": [[-0.1, 0.1, 0.2], [0.5, 0.8, 0.3], [-0.2, 0.0, 0.6], [0.2, -0.2, -0.1], [-0.2, -4.2, 1.2], [0.6, 4.2, -1.2], [-0.6, 0.6, -0.5], [0.5, -0.3, -0.3], [-0.2, 0.2, -0.1], [-0.3, -0.7, 0.3], [-2.5, -3.3, -0.2], [3.1, 4.0, 0.6], [-0.5, -0.5, -0.5], [1.6, -0.1, 1.5], [-0.2, 0.0, -0.5], [-0.7, -0.2, -0.7], [0.6, -0.5, 0.1], [-1.4, 0.1, 0.1], [1.0, 0.6, 0.2], [-0.7, 0.3, 0.6], [0.5, -0.4, -0.7], [0.4, 0.2, -0.4], [0.1, -0.3, -0.1], [-0.1, -0.2, 0.1], [0.0, 0.1, -0.1], [-0.3, 0.0, 0.0], [-0.1, 0.0, -0.2], [-0.2, -0.6, -0.6], [-0.1, 0.2, 0.3], [-0.1, 0.1, 0.1], [0.0, 0.0, 0.0], [0.1, 0.0, 0.0], [0.1, 0.0, -0.1], [-0.2, 0.1, -0.1], [0.0, 0.0, 0.0], [0.0, 0.0, 0.0], [0.4, 0.1, -0.1], [-0.3, -0.1, -0.1], [-0.2, -0.1, -0.2], [0.0, -0.3, -0.1], [0.4, 0.0, -0.2], [-0.1, 0.2, 0.1], [0.0, 0.1, 0.4], [0.0, -0.1, 0.1], [0.1, 0.0, 0.1], [-0.1, -0.1, 0.2], [-0.1, 0.0, 0.0], [0.0, -0.1, 0.0], [-0.1, 0.4, -0.2], [0.2, -0.2, -0.2], [-0.1, 0.0, 0.1], [0.0, 0.1, 0.0], [0.1, 0.0, -0.1], [-0.1, -0.1, 0.2], [0.0, 0.0, 0.0], [0.0, 0.0, 0.0], [0.0, 0.0, 0.0], [0.0, 0.0, 0.0], [0.0, 0.0, 0.0], [-0.1, 0.0, 0.1], [-0.1, 0.1, -0.3], [0.0, -0.2, 0.1], [0.1, 0.1, 0.0], [0.0, 0.0, -0.1], [-0.1, -0.1, 0.0], [0.2, 0.2, 0.1], [0.0, 0.0, 0.0], [0.0, 0.0, 0.0], [0.0, 0.0, 0.0], [0.0, 0.0, 0.0], [0.0, 0.0, 0.0]]}